(1)
Entry from the OMol25 dataset: a molecular structure, C24H38BCrF4N4O3 (ωB97M-V/def2-TZVPD).

Structure (XYZ):
```
75
Properties=species:S:1:pos:R:3:forces:R:3
Cr 0.45294 0.69484 -0.28624 -1.34 0.41 1.72
C -0.28499 3.32075 -0.18436 0.72 -0.15 0.08
C 0.14675 2.71052 -1.37852 0.10 -0.09 -0.69
C -0.78052 1.66500 -1.69178 0.25 0.01 -0.54
C -1.67778 1.53629 -0.59709 -0.57 0.64 -0.11
C -1.43349 2.64259 0.26233 -0.29 -0.81 0.34
C -2.35162 3.10261 1.35737 -0.03 -0.04 0.02
C -2.90227 0.66468 -0.58826 0.06 0.05 0.09
C -1.04371 1.19239 -3.08487 0.06 -0.07 -0.08
C 1.15186 3.27906 -2.34019 -0.02 -0.08 0.07
C 0.30435 4.56667 0.40693 -0.02 -0.03 0.11
H -2.46686 4.18873 1.30610 0.00 -0.06 -0.03
H -1.99793 2.87691 2.36487 -0.05 0.00 -0.02
H -3.34410 2.65749 1.25076 0.13 0.03 -0.02
H -3.72473 1.15928 -1.11667 0.06 -0.02 0.02
H -3.24237 0.44600 0.42575 0.03 0.01 -0.05
H -2.70849 -0.29205 -1.06960 0.00 0.04 -0.01
H -0.12694 0.95890 -3.62676 -0.07 0.06 0.05
H -1.55921 1.99306 -3.62462 -0.02 -0.04 -0.03
H -1.68878 0.31756 -3.09410 0.01 -0.02 -0.02
H 0.63459 3.90726 -3.07526 0.06 -0.04 0.04
H 1.68204 2.49250 -2.87357 -0.02 -0.04 0.00
H 1.89493 3.89606 -1.83356 -0.04 -0.06 -0.01
H -0.48795 5.22188 0.77758 0.03 -0.04 -0.01
H 0.87105 5.12011 -0.33968 -0.03 -0.01 0.00
H 0.97722 4.37141 1.24633 -0.04 -0.03 -0.07
F 3.78367 -0.93212 -0.96846 -0.37 0.19 0.68
B 3.17396 -0.62159 0.24393 0.54 -0.34 -0.38
F 2.11973 -1.53694 0.51077 0.58 0.56 0.08
F 4.07501 -0.50345 1.29153 -0.55 -0.04 -0.46
F 2.49220 0.71805 0.08762 -0.30 -0.29 -0.06
C 0.77149 -5.47816 -0.81233 -0.16 0.05 -0.05
C 0.69568 -3.96656 -0.60157 0.12 -0.08 -0.09
C 0.20037 -3.09000 -1.78919 -0.14 0.07 -0.07
C -1.17513 -3.57909 -2.29289 -0.02 0.01 -0.03
C -1.80038 -2.72849 -3.39917 0.11 0.05 0.06
C 1.18442 -3.14624 -2.95251 0.10 0.05 -0.12
O 1.42239 -4.18015 -3.53701 -0.05 0.12 0.05
N 1.77823 -1.96371 -3.36029 -0.16 -0.25 0.47
C 1.65510 -0.70906 -2.77414 -0.51 -0.06 -0.03
O 2.24583 0.24350 -3.23057 -0.20 -0.15 0.27
N 0.73608 -0.63083 -1.73127 0.68 -0.36 -0.29
C 0.05317 -1.68657 -1.23581 0.91 0.38 -0.74
O -0.67282 -1.43230 -0.26125 0.08 0.83 0.34
H 1.18240 -5.93466 0.09222 -0.04 0.05 -0.07
H 1.40881 -5.74783 -1.65139 0.02 0.04 -0.01
H -0.21482 -5.92156 -0.98027 0.10 0.06 0.01
H 1.66937 -3.58659 -0.29419 0.00 -0.04 0.00
H 0.00907 -3.74664 0.21361 -0.03 0.00 0.13
H -1.83623 -3.61398 -1.42421 -0.02 -0.03 -0.01
H -1.03462 -4.59787 -2.65125 -0.02 -0.01 0.00
H -2.00624 -1.70879 -3.05628 0.03 -0.14 -0.02
H -2.74756 -3.16124 -3.72698 0.06 0.01 0.04
H -1.14908 -2.66418 -4.27721 -0.04 -0.01 0.10
H 2.46844 -2.03458 -4.08818 0.12 -0.03 -0.18
C -0.97110 0.11882 2.50065 0.34 0.03 0.19
C -1.18474 0.00687 4.03000 0.17 0.12 0.00
N -0.08822 0.64788 4.76498 0.07 -0.01 -0.15
C 1.15654 -0.06276 4.45121 -0.13 0.04 -0.07
C 1.37020 -0.15577 2.91803 -0.24 0.23 -0.04
N 0.36995 0.70517 2.20070 0.09 -0.27 -0.12
C 0.50795 2.05751 2.81509 0.13 -0.44 0.15
C 0.06707 2.02647 4.29967 -0.04 -0.14 -0.05
H -1.72852 0.73891 2.04636 -0.14 0.17 -0.11
H -1.01613 -0.85292 2.01139 0.03 0.02 0.00
H -1.22937 -1.03696 4.33865 0.00 -0.04 0.04
H -2.12574 0.47551 4.32248 -0.01 0.03 0.03
H 1.11141 -1.06061 4.88801 -0.01 -0.01 0.01
H 1.97883 0.46772 4.93207 0.01 0.02 0.01
H 1.23999 -1.17099 2.57381 -0.05 -0.19 -0.14
H 2.36558 0.16402 2.63355 0.08 0.04 -0.03
H -0.07607 2.76533 2.26272 -0.10 0.19 -0.17
H 1.55621 2.34358 2.70916 0.01 -0.05 0.00
H -0.88748 2.54359 4.43411 0.00 -0.03 0.00
H 0.80109 2.52984 4.93124 -0.01 -0.01 0.00
```
Positions in Å, forces in eV/Å.

## Properties
largest force on an atom: 0.0432 Eh/bohr
frontier orbital gap (alpha / beta): 7.6 / 8.4 eV
spin multiplicity: 2
electronic energy: -77583.169 eV
ΔE to the lowest compared entry with this formula, charge and spin: 28.5 kcal per mole

***

(2)
Entry from the OMol25 dataset: a molecular structure, C24H38BF5NO4Si3Ta (ωB97M-V/def2-TZVPD).

Structure (XYZ):
```
77
Properties=species:S:1:pos:R:3:forces:R:3
Ta -0.47800 0.77159 -1.49811 0.22 0.31 -0.22
C -4.71497 -3.15969 3.31569 -0.01 -0.04 0.01
C -3.46643 -2.60452 3.97501 0.11 0.09 -0.08
C -3.79070 -1.83094 5.23912 -0.03 -0.06 0.01
C -2.51903 -1.35071 5.90987 0.00 0.01 0.04
C -1.70483 -0.53462 4.95076 0.05 0.04 -0.09
C -0.84623 0.43948 5.39814 0.02 0.00 -0.01
C -0.10363 1.21702 4.50370 -0.01 0.01 0.02
F 0.70280 2.14282 5.00488 0.01 0.01 -0.02
C -0.19942 1.06242 3.15258 0.00 -0.02 0.03
C -1.06156 0.06718 2.66618 -0.14 -0.10 0.01
C -1.20325 -0.15554 1.26934 0.09 0.11 -0.08
O -0.52683 0.61068 0.42697 0.20 -0.02 0.26
C -2.04926 -1.14188 0.80548 -0.12 -0.08 0.25
C -2.77988 -1.88110 1.73747 0.03 0.04 -0.03
N -2.67785 -1.70128 3.03659 -0.08 -0.05 0.06
C -1.81705 -0.73222 3.55555 0.00 0.00 0.01
C -2.24601 -1.45693 -0.62505 0.39 0.01 -0.40
O -3.11912 -2.11770 -1.07694 -0.05 -0.07 0.11
O -1.25201 -0.94349 -1.45145 -0.41 -0.24 0.24
H -5.29224 -3.66951 4.08545 0.00 0.00 0.00
H -4.51239 -3.90031 2.54409 0.01 0.00 -0.01
H -5.33979 -2.36453 2.90616 0.00 0.01 0.00
H -2.77170 -3.41414 4.21435 -0.03 -0.01 0.03
H -4.34203 -2.49796 5.90051 0.00 0.01 0.01
H -4.45270 -0.99426 5.00005 0.01 0.02 0.00
H -1.92860 -2.20844 6.24598 -0.01 -0.01 0.00
H -2.73864 -0.75715 6.79634 -0.01 0.00 -0.01
H -0.73861 0.63262 6.45823 -0.01 -0.01 0.01
H 0.36204 1.69304 2.48062 0.00 0.00 -0.01
H -3.46170 -2.64052 1.38759 0.00 0.01 -0.04
C -1.33896 -0.04086 -4.52870 0.07 0.01 0.06
O -0.32521 0.29604 -3.54185 -0.06 -0.22 -0.09
Si 1.39063 0.54201 -3.70365 0.06 -0.09 -0.14
C 2.13552 -0.87529 -4.62748 0.06 0.11 -0.01
C 1.60760 2.10064 -4.67321 -0.06 -0.06 0.01
C 1.52164 0.62050 -1.80544 -0.07 0.03 0.14
Si 2.46923 2.21687 -1.17447 0.03 -0.02 0.05
C 3.95251 2.55330 -2.25748 -0.06 0.04 -0.02
C 3.01585 2.00715 0.59521 0.00 -0.01 -0.02
C 1.29569 3.67921 -1.19747 0.01 0.01 0.09
Si 2.32309 -1.04633 -1.11332 -0.01 0.01 0.01
C 2.31048 -1.15747 0.75427 -0.01 -0.02 0.01
C 1.34942 -2.53345 -1.72458 0.04 -0.02 0.01
C 4.09973 -1.11730 -1.67159 -0.04 -0.04 0.00
H -1.57790 0.85372 -5.09884 -0.01 -0.02 -0.02
H -2.21298 -0.40258 -3.99354 0.00 -0.01 -0.02
H -0.94589 -0.82584 -5.16928 -0.01 0.02 -0.03
H 1.69364 -0.89194 -5.62835 -0.03 0.00 0.01
H 2.03094 -1.86191 -4.18673 -0.01 0.01 0.03
H 3.19918 -0.67208 -4.77592 0.00 -0.01 0.00
H 1.17422 1.92373 -5.66291 -0.02 0.02 0.01
H 2.65738 2.34065 -4.83523 0.03 -0.02 0.01
H 1.11074 2.96925 -4.24287 0.01 0.01 0.02
H 4.42720 1.65572 -2.65458 -0.01 -0.02 0.00
H 4.69768 3.06715 -1.64463 0.00 -0.01 0.01
H 3.71665 3.21649 -3.08850 -0.01 0.01 -0.01
H 3.91428 1.39796 0.69491 0.00 -0.01 -0.02
H 2.24627 1.58342 1.23976 -0.01 0.02 0.00
H 3.26032 3.00308 0.97440 0.01 0.01 0.00
H 0.86338 3.93649 -2.16257 0.02 -0.02 -0.04
H 1.89906 4.53715 -0.88386 0.01 0.00 -0.01
H 0.48898 3.61743 -0.46069 -0.01 -0.02 -0.01
H 1.36915 -0.88596 1.23187 -0.01 0.00 -0.03
H 3.10612 -0.59086 1.23229 0.00 -0.01 -0.02
H 2.48888 -2.21398 0.97751 0.01 -0.01 0.00
H 0.74414 -2.93962 -0.91167 0.00 0.01 0.01
H 2.06539 -3.31121 -2.00404 -0.02 -0.02 -0.01
H 0.68175 -2.38230 -2.57068 0.01 0.05 -0.01
H 4.68252 -0.24975 -1.36089 -0.02 0.03 0.02
H 4.21718 -1.24960 -2.74668 0.01 0.03 -0.01
H 4.55083 -1.98961 -1.18986 0.00 -0.01 -0.02
F -3.20620 3.56558 -2.07282 -0.01 0.09 -0.06
B -2.39017 2.60867 -1.73506 -0.09 -0.32 0.18
F -1.12753 2.48931 -2.58215 0.13 0.22 -0.15
F -2.82508 1.24590 -1.85557 -0.10 0.24 -0.05
F -1.73772 2.63111 -0.47820 -0.08 0.09 -0.01
```
Positions in Å, forces in eV/Å.

## Properties
largest force on an atom: 0.0109 Eh/bohr
net charge: +2
frontier orbital gap: 7.9 eV
electronic energy: -74632.846 eV

***

(3)
Entry from the OMol25 dataset: 6 unconnected molecules or ions with the total composition C24H38Br2N2O3 (ωB97M-V/def2-TZVPD).

Structure (XYZ):
```
69
Properties=species:S:1:pos:R:3:forces:R:3
Br -18.96621 3.48541 -17.11912 -1.02 0.06 -0.19
C -20.66513 2.97375 -16.22057 0.53 1.25 -0.11
C -20.45874 1.76442 -15.39449 0.29 -0.03 -0.75
Br -18.96392 2.16260 -14.13364 -1.29 -0.86 -0.11
H -21.47486 2.83613 -16.93716 0.35 -0.06 -0.29
H -20.95357 3.78292 -15.54965 0.24 0.30 -0.32
H -20.21302 0.94988 -16.07584 0.46 -0.24 0.58
H -21.47144 1.59430 -15.02897 0.44 -0.41 1.19
N -24.51724 8.35991 -21.40249 -0.78 0.52 1.61
C -23.84117 8.21737 -20.17763 -2.63 1.14 -1.77
C -24.42946 8.70337 -19.00031 0.23 0.21 -1.43
C -25.70160 9.25649 -19.09769 -1.21 -0.18 0.87
C -26.48522 9.31220 -20.25099 2.46 -0.72 -0.20
C -25.78851 8.90672 -21.40673 1.20 -0.14 1.44
H -22.85068 7.79040 -20.23271 -0.02 -0.07 -0.03
H -23.90004 8.79241 -18.06319 0.09 -0.34 0.02
H -26.14298 9.59088 -18.17045 -0.06 0.23 0.16
H -27.49323 9.69531 -20.31079 0.08 0.07 0.18
H -26.33071 9.18442 -22.29853 0.65 -0.72 -0.85
N -19.60642 5.58012 -2.07910 -0.01 -2.14 2.01
C -19.34244 4.75539 -3.12993 0.14 -0.83 2.05
C -19.14306 3.36125 -2.97394 -0.23 -0.36 0.21
C -19.07682 2.74284 -1.71186 -0.18 1.65 0.43
C -19.30801 3.55107 -0.61619 -1.04 3.20 -0.30
C -19.66259 4.96229 -0.81255 1.10 -1.83 -2.77
H -19.22362 5.21781 -4.09867 -0.27 0.05 -0.09
H -19.13216 2.68814 -3.81845 0.39 0.32 -0.42
H -18.84683 1.72824 -1.42190 -0.02 -0.36 -1.01
H -19.30254 3.16012 0.39055 0.03 0.00 0.07
H -19.96815 5.54542 0.04361 0.10 0.32 -0.16
C -15.46211 13.21048 -6.27383 -0.70 0.63 0.91
C -15.66216 14.66239 -6.81191 -2.19 -1.23 0.26
C -14.29551 15.15849 -7.05824 0.91 0.04 0.64
O -13.38553 14.12998 -6.59042 -0.18 -0.57 -0.67
C -14.08905 12.88201 -6.79151 -0.48 -0.12 -0.01
H -16.27689 12.49187 -6.36225 -0.01 0.04 -1.16
H -15.39619 13.16743 -5.18667 0.34 0.69 0.26
H -16.16237 15.36042 -6.14061 -0.24 -0.45 0.28
H -16.27282 14.65761 -7.71477 0.03 -0.17 -0.12
H -14.22853 16.02866 -6.40523 1.04 0.12 -0.35
H -14.17050 15.41348 -8.11060 0.56 0.00 0.01
H -13.73109 12.00276 -6.25589 0.88 0.57 0.39
H -14.09948 12.55029 -7.82975 0.06 0.44 -0.43
C -27.50541 13.96884 -8.69640 -0.89 -0.59 -0.57
C -26.94965 14.89518 -9.78543 -0.65 0.31 -0.27
C -25.62626 15.39988 -9.30063 -0.07 -0.89 2.76
O -25.59081 14.83800 -7.89230 1.10 0.80 -0.32
C -26.32414 13.60311 -7.83250 0.19 1.59 -1.56
H -28.01619 13.11121 -9.13419 0.09 -0.17 -0.10
H -28.27454 14.45073 -8.09278 0.19 0.26 0.08
H -27.55298 15.79952 -9.86448 -0.52 -0.44 -0.64
H -26.83367 14.34203 -10.71746 -0.29 0.34 -0.16
H -25.59265 16.47414 -9.11920 0.07 -0.10 -0.21
H -24.80041 15.10473 -9.94791 0.30 -0.27 0.43
H -26.70701 13.36482 -6.84017 0.87 0.00 0.15
H -25.64988 12.89350 -8.31202 -0.39 -0.83 0.39
C -20.70690 8.48668 -11.37325 -2.10 0.16 -1.38
C -19.36392 9.03105 -11.88525 0.01 -1.47 -0.38
C -18.56636 9.07736 -10.61005 -1.57 -0.55 0.24
O -19.53023 8.85639 -9.56055 1.26 1.50 2.84
C -20.67421 8.12861 -9.87726 1.30 0.26 -2.68
H -21.14750 7.66393 -11.93632 0.20 0.05 -0.39
H -21.31724 9.36692 -11.57523 -0.85 -0.31 0.53
H -19.47299 9.97900 -12.41214 -0.06 0.00 0.27
H -18.88054 8.33923 -12.57505 -0.06 0.02 -0.17
H -18.15501 10.08250 -10.51739 0.59 -0.50 0.69
H -17.92371 8.19701 -10.60078 0.81 0.57 0.17
H -21.58395 8.39435 -9.33888 0.35 0.54 0.19
H -20.52154 7.05842 -9.73773 0.12 -0.28 0.05
```
Positions in Å, forces in eV/Å.

## Properties
largest force on an atom: 0.0681 Eh/bohr
frontier orbital gap: 9.8 eV
SMILES: c1ccncc1.c1ccncc1.C1CCOC1.C1CCOC1.C1CCOC1.BrCCBr
electronic energy: -174706.483 eV
ΔE to the lowest compared entry with this formula, charge and spin: 81.1 kcal per mole

***

(4)
Entry from the OMol25 dataset: a molecular structure, C24H38FeNO8 (ωB97M-V/def2-TZVPD).

Structure (XYZ):
```
72
Properties=species:S:1:pos:R:3:forces:R:3
Fe -0.17756 0.62893 -0.69714 -1.27 -1.02 0.72
C -2.34659 3.83609 -2.29641 1.42 -3.01 1.82
C -1.58220 2.84354 -1.56501 -0.82 2.58 -0.77
C -0.71809 3.29076 -0.32187 -2.11 2.71 -2.13
O -0.05347 2.42417 0.26812 0.74 -1.25 1.07
C -0.74862 4.67521 -0.09156 2.11 -2.79 1.70
C -1.43789 5.60476 -0.80979 -1.44 5.04 -0.13
C -2.34099 5.17010 -1.92731 -1.82 2.42 -4.32
O -2.94051 6.00049 -2.74527 1.65 -1.56 3.09
O -1.36296 6.86075 -0.55446 0.00 -2.76 -0.54
O -1.47591 1.65630 -1.93774 0.19 -1.19 0.04
H -2.89699 3.51096 -3.16690 -0.03 0.02 -0.02
H -0.09150 5.07703 0.66550 0.06 -0.01 0.30
C -3.62637 -0.90005 2.81359 0.03 0.88 -0.12
C -2.12001 -0.64608 2.66609 -0.03 -0.33 -0.65
C -1.42084 -1.30160 3.90513 0.21 -0.86 -0.27
C -1.17610 -2.83439 3.80226 0.06 0.35 -0.93
C -0.57766 -3.26875 2.47065 0.93 0.15 1.33
C -1.32092 -2.76011 1.29766 -1.24 0.51 -1.60
N -1.56918 -1.29411 1.38726 1.11 0.65 -0.09
O -1.86748 -0.65512 0.07164 1.03 -0.22 1.92
C -2.55246 -3.68118 1.03132 -1.18 0.33 0.01
C -0.42217 -3.08913 0.10701 0.51 -0.68 -1.14
C -1.88184 0.89859 2.64501 0.56 -0.73 -0.48
H -4.05601 -0.35608 3.65478 0.35 -0.49 0.89
H -3.76309 -1.98048 2.85933 -0.69 0.26 -0.06
H -4.18941 -0.35247 2.05779 0.17 -0.82 -0.92
H -2.04086 -1.24354 4.79973 -0.26 0.68 -0.04
H -0.48852 -0.79111 4.14654 0.20 0.07 -0.22
H -2.13780 -3.34425 3.85953 -0.16 -0.05 0.30
H -0.54231 -3.20218 4.60920 -0.11 0.14 0.25
H -0.47710 -4.35295 2.42070 -0.39 -0.24 0.02
H 0.45631 -2.95174 2.33463 0.26 0.50 0.41
H -3.34060 -3.72953 1.78272 0.35 0.18 0.69
H -2.27961 -4.72158 0.85461 0.32 -0.02 -0.13
H -3.14848 -3.33625 0.18640 0.43 0.18 -0.42
H -0.93874 -3.13226 -0.85184 -0.14 0.75 -0.01
H -0.06662 -4.11770 0.16804 -0.18 -0.50 0.59
H 0.53119 -2.57170 -0.00015 -0.31 0.83 0.22
H -2.08657 1.43602 3.57095 -0.50 -0.45 0.29
H -2.46057 1.34825 1.83818 0.04 -0.04 0.00
H -0.83298 1.13195 2.46192 0.12 -0.19 -0.32
C 2.41777 0.68031 2.49716 0.16 0.37 0.55
C 2.54221 -0.15055 1.25831 -1.21 1.08 -1.07
O 1.61210 -0.07507 0.45341 1.60 -1.01 0.62
C 3.81813 -0.92997 0.97471 -0.07 -0.20 -0.70
H 1.72005 1.50859 2.37374 -0.40 -0.41 -0.34
H 3.31766 1.18231 2.85254 0.45 -0.55 -0.08
H 2.05273 0.00934 3.27476 -0.04 0.07 0.26
H 4.21217 -1.55979 1.77231 -0.23 0.32 0.29
H 4.59168 -0.22295 0.67495 0.10 0.33 0.40
H 3.73942 -1.55964 0.08847 -0.51 -0.10 0.12
C 2.63916 -1.75878 -2.64523 0.54 -0.12 0.42
C 1.17977 -1.59355 -2.83994 -1.40 -0.12 -0.62
O 0.50840 -0.93238 -2.08821 -0.09 0.35 0.08
C 0.42510 -2.35149 -3.92654 0.87 -0.73 -0.34
H 2.78875 -2.72223 -2.15792 0.08 -0.39 -0.34
H 3.02053 -1.05264 -1.90765 -0.21 0.30 -0.31
H 3.18183 -1.69927 -3.58867 0.09 -0.21 0.11
H 0.93840 -2.57202 -4.86249 0.43 1.11 -0.34
H -0.57104 -1.95074 -4.11417 0.17 -0.15 0.31
H 0.43242 -3.40704 -3.65476 -0.76 -0.15 0.90
C 1.82158 3.69515 -3.21435 -1.32 0.16 0.05
C 2.03498 2.28032 -2.82922 -1.33 -1.57 2.12
O 1.38392 1.69299 -1.94446 1.45 1.37 -2.04
C 3.16726 1.55310 -3.46185 0.62 -0.43 -0.62
H 1.64427 3.73517 -4.28908 0.56 0.16 -0.20
H 2.63723 4.33558 -2.87868 0.11 -0.05 -0.27
H 0.88078 4.05371 -2.79671 0.09 0.05 0.40
H 3.56342 2.06253 -4.34028 0.24 0.20 0.26
H 2.96322 0.53145 -3.78234 -0.52 0.14 0.17
H 3.90633 1.43818 -2.66896 0.37 0.20 -0.14
```
Positions in Å, forces in eV/Å.

## Properties
largest force on an atom: 0.1026 Eh/bohr
net charge: -1
frontier orbital gap (alpha / beta): 5.2 / 5.3 eV
spin multiplicity: 5
electronic energy: -77759.685 eV
ΔE to the lowest compared entry with this formula, charge and spin: 0.0 kcal per mole

***

- Which of these has the lowest electronic energy?
  C24H38Br2N2O3